{
  "formula": "C12H42FN19O11P",
  "method": "the ωB97M-V functional and the def2-TZVPD basis",
  "species": ["H", "H", "C", "C", "H", "H", "O", "H", "H", "H", "F", "H", "H", "N", "N", "H", "H", "C", "H", "N", "H", "N", "H", "H", "C", "H", "N", "N", "O", "H", "O", "H", "N", "H", "H", "C", "H", "O", "H", "H", "H", "O", "H", "H", "C", "H", "H", "C", "C", "O", "H", "H", "N", "H", "O", "N", "N", "H", "N", "H", "C", "C", "P", "N", "N", "H", "O", "N", "H", "H", "H", "N", "N", "C", "C", "N", "H", "O", "O", "H", "H", "H", "N", "N", "O", "H"],
  "xyz": [[-8.21057, -2.61659, -1.85422], [4.22283, -5.55462, 4.00285], [-6.97407, -1.64854, -0.46692], [2.84097, -6.33759, 2.66010], [4.90504, -0.45719, -1.77570], [-6.74396, -3.43297, -1.40935], [0.36617, 6.27525, -0.40362], [4.60487, -0.40596, 1.00009], [1.60680, 4.53957, 1.65319], [0.75187, 3.88333, -0.82915], [0.44991, 1.68207, -1.04083], [4.48129, 4.16313, -5.32983], [-0.18696, -6.18746, 2.08200], [2.65493, -7.46306, 3.43933], [5.90939, -0.56835, -1.77611], [-0.20251, 8.59339, -1.10562], [2.42681, 2.71760, -0.97298], [5.52028, -0.73560, 2.77659], [-8.70120, -0.55300, -0.92455], [-7.35728, -2.64640, -1.32123], [-0.46163, 9.21733, 0.48333], [2.29654, 5.34877, -4.73280], [-11.78376, -4.73117, -1.01446], [-7.60669, 0.16142, 0.21280], [-1.95966, -0.41824, -0.02527], [2.99281, 3.46549, 1.62393], [6.08182, -0.06328, 3.83515], [4.17834, 4.01983, -4.38745], [4.10132, 5.56519, 0.87071], [1.45262, 5.75005, -4.37254], [5.48861, -1.96311, 2.74715], [2.92354, 5.33331, -0.69238], [2.15778, 1.29905, 0.91178], [-10.09740, -4.53470, -1.32915], [-13.28881, -3.05303, -1.72948], [3.03139, 4.56708, -3.86516], [3.13624, -7.62236, 4.30194], [6.17196, 1.22032, -3.16106], [2.55788, 5.52206, -5.68262], [-2.67916, -2.22406, 0.82139], [6.31208, -1.31335, -1.24213], [-2.27159, -4.05650, 0.95493], [2.00531, -8.14857, 3.10937], [-0.39070, -1.74762, 0.37119], [3.15737, 5.03463, 0.32231], [0.25791, 6.13218, 2.07329], [-12.66743, -1.66887, -2.55437], [0.08237, 7.18479, 0.34249], [-1.77618, -4.88035, 1.71161], [2.68481, 4.37116, -2.72309], [8.44508, -0.62661, -1.92246], [0.05911, -0.21269, -0.32345], [8.01662, 0.10677, -2.45136], [0.28690, 2.82219, 0.88139], [-2.26918, 0.67890, -0.46134], [5.02591, 0.04436, 1.79524], [-0.65207, -0.84773, 0.01871], [4.72621, 3.43210, -3.78083], [-11.03596, -4.19054, -1.40217], [6.45777, -0.61199, 4.58163], [2.31933, 4.04091, 1.01558], [6.65149, 0.31170, -2.50360], [1.31811, 2.82462, -0.09440], [-2.38416, -5.20950, 2.90008], [3.72841, -5.43738, 3.14157], [-3.85703, -1.02095, 0.39824], [-5.94203, -1.68950, 0.17518], [-7.85074, -0.59579, -0.39485], [8.59336, 0.73602, -2.97261], [-0.12064, -5.29235, 0.61703], [-3.24503, -4.74610, 3.11607], [-0.60698, -5.52365, 1.46239], [-2.89708, -1.30748, 0.44250], [-11.21592, -2.98868, -2.02762], [2.65891, 0.58208, 0.11517], [-0.22490, 8.45177, -0.11569], [3.87372, -4.58554, 2.62235], [2.22822, -6.17581, 1.61494], [3.23336, -0.01726, -0.73879], [6.12175, 0.93545, 3.89236], [5.05933, 1.04631, 1.81307], [-0.19125, 7.78009, 2.33715], [0.03962, 7.03922, 1.70614], [-12.50893, -2.54767, -2.10111], [-10.28581, -2.34769, -2.49033], [-2.00779, -5.87204, 3.54835]],
  "forces_ev_per_angstrom": [[-0.1, 0.1, -0.1], [0.0, 0.0, 0.1], [-0.1, 0.1, -0.2], [-0.2, -0.1, -0.1], [0.0, 0.1, 0.2], [0.2, 0.0, 0.0], [-0.1, 0.3, 0.0], [-0.1, 0.1, 0.0], [-0.3, 0.3, 0.3], [0.0, 0.1, 0.0], [0.5, 0.0, 0.4], [0.0, 0.0, -0.1], [0.2, 0.1, 0.0], [0.0, 0.2, -0.1], [0.0, 0.2, -0.4], [0.0, 0.0, -0.1], [-0.1, -0.4, 0.0], [0.0, 0.0, 0.0], [0.0, -0.1, -0.1], [-0.1, -0.2, 0.0], [0.0, 0.0, 0.0], [0.1, 0.0, 0.0], [0.0, 0.0, 0.0], [0.1, 0.1, 0.0], [0.1, -0.2, 0.1], [0.2, -0.2, 0.6], [0.1, 0.0, 0.0], [-0.1, 0.2, 0.1], [0.7, 0.3, 0.2], [-0.1, 0.0, 0.1], [0.0, -0.1, 0.1], [-0.3, -0.1, -0.5], [-0.3, -0.5, 0.8], [0.1, 0.0, 0.0], [0.0, 0.0, 0.0], [0.2, -0.2, -0.2], [0.0, 0.0, 0.0], [0.1, 0.0, -0.1], [0.0, 0.0, 0.0], [0.0, 0.4, -0.4], [0.1, 0.0, 0.0], [0.2, -0.4, 0.1], [0.0, -0.1, -0.1], [-0.1, -0.1, 0.0], [0.0, 0.5, 0.2], [0.0, -0.1, 0.0], [0.0, 0.1, 0.0], [0.0, 0.1, 0.1], [-0.1, 0.1, 0.2], [0.0, 0.2, -0.1], [0.0, 0.0, 0.1], [-0.3, 0.1, 0.1], [-0.1, 0.0, 0.0], [0.0, -0.6, -0.1], [-0.2, 0.0, 0.0], [0.3, -0.2, -0.1], [-0.1, 0.2, -0.1], [0.0, -0.1, 0.0], [0.0, 0.1, -0.1], [0.0, -0.1, 0.0], [-0.4, -1.0, -0.8], [0.0, -0.2, 0.2], [-0.4, 1.8, -0.5], [0.0, -0.1, -0.1], [0.2, 0.3, -0.1], [-0.1, 0.0, -0.1], [-0.1, 0.0, 0.1], [0.0, -0.1, 0.1], [0.0, 0.1, 0.0], [0.2, 0.0, 0.0], [0.0, 0.1, 0.0], [-0.4, 0.1, -0.2], [0.3, -0.1, 0.3], [-0.1, -0.1, 0.1], [0.3, 0.4, -0.2], [0.0, -0.1, 0.1], [0.0, 0.0, 0.0], [0.0, -0.2, 0.2], [0.2, -0.9, -0.2], [-0.1, 0.0, 0.0], [-0.2, 0.0, 0.0], [0.0, 0.1, 0.0], [-0.1, 0.0, -0.1], [0.1, 0.0, 0.0], [0.1, 0.1, 0.0], [0.1, 0.0, 0.0]],
  "mulliken_charge": [0.197, 0.138, 0.535, 0.685, 0.278, 0.193, -0.537, 0.113, -0.095, -0.173, -0.498, 0.130, 0.106, -0.384, -0.284, 0.218, -0.337, 0.612, 0.182, -0.317, 0.132, -0.412, 0.166, 0.209, 0.546, 0.436, -0.384, -0.357, -0.630, 0.235, -0.698, 0.387, -0.627, 0.217, 0.156, 0.470, 0.156, -0.654, 0.140, 0.237, 0.163, -0.754, 0.215, 0.121, 0.356, 0.260, 0.221, 0.570, 0.667, -0.448, 0.151, 0.140, -0.400, -0.110, -0.659, -0.154, -0.163, 0.219, -0.363, 0.214, -0.867, 0.615, 1.400, -0.385, -0.324, 0.113, -0.677, -0.342, 0.219, 0.184, 0.224, -0.283, -0.205, 0.662, 0.465, -0.443, 0.176, -0.649, -0.784, 0.164, 0.131, 0.152, -0.329, -0.414, -0.679, 0.147],
  "lumo_energy_ev": 1.533,
  "gap_ev": 6.01,
  "charge": -1
}